Here is a molecular structure, C21H30N10O3PSiTi from OMol25. Energies are from the ωB97M-V functional and the def2-TZVPD basis.

The geometry in XYZ format:
```
67
Properties=species:S:1:pos:R:3:nbo_charge:R:1
N 0.6350 3.5377 2.2506 -0.32
H -5.3192 1.7591 1.4548 0.23
N -3.4230 1.1364 0.8920 -0.31
C -0.6688 -2.8597 0.0641 0.01
C 0.1908 2.3459 1.7715 0.08
H 2.3379 -1.5166 -4.1985 0.22
O -0.0139 -0.6888 -2.4252 -1.12
N 2.4266 -0.4991 -0.7988 -0.48
H 2.5292 2.9113 -0.2957 0.24
H 0.1271 -2.5668 4.9725 0.23
O 1.3076 1.6174 -1.9865 -0.47
H -4.8220 0.6881 -0.6655 0.23
N 1.2664 -3.9672 -0.0787 -0.57
C 1.0331 -1.6970 3.1228 -0.09
C 1.4543 -2.5870 -0.2982 0.28
C -0.7788 0.9666 -4.7115 -1.14
Si 0.0507 -0.5709 -4.0648 1.91
C 1.6847 3.9212 1.4661 -0.07
H -0.7885 -2.1145 -5.8258 0.24
H -0.8325 0.9410 -5.8022 0.24
H -0.2347 1.8617 -4.4098 0.26
C -0.3514 -0.0755 2.9903 0.04
O -0.0535 1.9267 -1.7696 -0.44
C 0.0882 4.3011 3.3613 -0.40
C 1.8412 2.9427 0.5292 -0.05
C -4.3293 1.6794 1.8947 -0.41
C 4.5662 -1.0842 -1.1023 0.01
N -0.7000 -0.7973 4.0993 -0.33
H -1.6878 0.4737 5.4480 0.22
H 2.3654 0.2600 -4.1611 0.24
N 3.8864 -2.2338 -0.8008 -0.54
C 0.1772 -1.8381 4.1819 -0.07
H 1.8831 -4.6946 -0.3949 0.42
H -1.7985 1.0514 -4.3277 0.23
C -2.6601 0.2474 -0.9514 -0.05
H 4.2850 -3.1515 -0.7344 0.43
H 1.8688 -2.3243 2.8579 0.21
P -1.2023 1.4661 2.5263 0.74
H 2.2152 4.8422 1.6314 0.23
C -0.0895 -4.1324 0.0913 0.01
C 1.8526 -0.6113 -4.5728 -1.14
H -0.3928 -2.9930 -4.3410 0.23
N 0.2334 -1.9247 -0.1531 -0.42
H -1.7117 -2.6177 0.2002 0.23
H -1.8934 -2.0608 -4.4479 0.23
H 5.6233 -1.0777 -1.3007 0.24
Ti 0.4322 0.3454 -0.9754 1.69
H -4.0015 2.6669 2.2097 0.23
C -0.8397 -2.0778 -4.7358 -1.13
C -1.7931 -0.5197 5.0157 -0.41
H -1.7752 -1.2536 5.8165 0.23
C -2.0767 0.9913 1.0006 0.10
H 3.8289 0.9917 -1.3162 0.24
H -2.7529 -0.5860 4.5050 0.21
H 0.0253 3.6870 4.2570 0.22
H 1.9536 -0.5958 -5.6598 0.24
N 0.6971 -0.5976 2.3921 -0.43
H -0.9014 4.6832 3.1163 0.22
C 2.5487 -1.8731 -0.6089 0.25
H -4.3812 1.0289 2.7659 0.21
H 0.7503 5.1389 3.5601 0.23
N -1.5961 0.4547 -0.1143 -0.50
C -3.7981 0.6722 -0.3359 -0.06
H -2.5233 -0.1633 -1.9365 0.25
N 0.9116 1.9655 0.7304 -0.47
C 3.6459 -0.0471 -1.0944 0.02
H -0.5318 -5.1044 0.2208 0.23
```

Summary:
Net charge: +1
2S+1: 3
Orbital gap (alpha / beta), eV: 6.40 / 5.46
Relative energy (zero: lowest compared OMol25 entry of this formula, charge and spin), kcal/mol: 45.5
LUMO level (alpha / beta), eV: -1.93 / -5.00